The following is a quantum chemistry calculation of an isolated ion of composition C6H14NO5Si and charge -1 at a distorted geometry, from the OMol25 dataset.

```
27
Properties=species:S:1:pos:R:3:lowdin_charge:R:1
C 0.84 -1.19 -0.62 -0.642
C 3.93 0.26 0.14 -0.121
C -3.35 -1.48 -0.39 -0.125
C -1.92 2.52 -1.13 -0.229
C -0.10 0.08 2.26 -0.127
C 3.16 -0.83 -0.64 -0.299
N 1.79 -0.32 -0.79 -0.002
O -0.54 -0.50 -0.68 -0.047
O 0.82 -2.38 -0.48 0.001
O -3.05 -0.06 -0.33 -0.183
O -1.60 1.94 0.02 -0.142
O -1.42 0.10 1.74 -0.177
Si -1.55 0.34 0.15 -0.042
H 3.89 0.01 1.24 0.073
H 4.97 0.22 -0.04 0.022
H 3.59 1.26 -0.13 0.053
H -3.81 -1.81 0.60 0.087
H -2.50 -2.16 -0.35 0.063
H -4.09 -1.57 -1.32 0.116
H -1.72 3.58 -1.01 0.069
H -3.03 2.33 -1.58 0.124
H -1.27 2.11 -1.93 0.087
H 0.55 0.60 1.54 0.075
H 0.10 -0.96 2.33 0.077
H -0.19 0.71 3.22 0.107
H 3.47 -0.98 -1.67 0.087
H 3.02 -1.81 -0.14 0.096
```

Summary:
Charge: -1
HOMO level: -4.1 eV
Structure (SMILES): CC/N=C(\[O-])O[Si](OC)(OC)OC
Maximum force: 0.08488 hartree/bohr



The following is a quantum chemistry calculation of one molecule with the formula C5H8N2S at a distorted geometry, from the OMol25 dataset.

```
16
Properties=species:S:1:pos:R:3:lowdin_charge:R:1
C 2.69 -0.92 0.07 -0.195
C 1.21 0.96 -0.14 -0.238
C -2.35 -0.84 -0.05 -0.399
C -2.29 0.66 0.17 -0.182
C -1.12 1.21 0.08 -0.216
H 3.85 -0.98 0.53 0.134
H 1.97 -1.03 1.11 0.117
H 2.40 -1.44 -0.71 -0.005
H 1.22 2.10 -0.23 0.143
H -3.01 -1.61 0.54 0.103
H -2.61 -1.22 -1.07 0.055
H -3.03 1.50 -0.26 0.153
H -0.74 2.17 0.19 0.099
N 2.40 0.43 -0.14 -0.091
N -0.04 0.34 -0.04 -0.380
S -0.53 -1.34 -0.05 0.903
```

Summary:
HOMO level: -7.6 eV
Structure (SMILES): C/N=C\N1C=CCS1
Maximum force: 0.17479 hartree/bohr
Energy relative to the best compared isomer or geometry (same formula, charge and spin): 4.819 eV



The following is a quantum chemistry calculation of one molecule with the formula C8H7N at a distorted geometry, from the OMol25 dataset.

```
16
Properties=species:S:1:pos:R:3:lowdin_charge:R:1
C -1.09 1.70 -1.02 -0.076
C -0.10 1.76 -0.05 -0.016
C -1.50 0.35 -1.54 -0.064
C 1.48 -1.25 1.49 -0.089
C 1.38 0.20 1.45 -0.041
C -0.92 -0.81 -1.08 -0.042
C 0.73 -1.78 0.48 -0.106
C 0.48 0.49 0.45 -0.218
N 0.07 -0.73 -0.11 -0.055
H -1.54 2.60 -1.40 0.087
H 0.23 2.70 0.40 0.110
H -2.32 0.32 -2.24 0.081
H 2.01 -1.89 2.20 0.096
H 1.82 0.93 2.13 0.096
H -1.32 -1.76 -1.42 0.118
H 0.60 -2.83 0.26 0.118
```

Summary:
HOMO level: -7.6 eV
Structure (SMILES): c1ccn2cccc2c1
Maximum force: 0.05130 hartree/bohr
Energy relative to the best compared isomer or geometry (same formula, charge and spin): 0.000 eV



The following is a quantum chemistry calculation of an isolated ion of composition C7H16N and charge +1 at a distorted geometry, from the OMol25 dataset.

```
24
Properties=species:S:1:pos:R:3:lowdin_charge:R:1
C -0.61 1.19 2.46 -0.013
C -0.66 0.87 0.96 -0.310
C -1.40 -0.36 0.42 -0.146
C -0.44 -1.56 0.21 -0.186
C 2.48 -0.99 -2.41 -0.093
C 1.12 -1.14 -1.81 -0.159
C 0.85 -1.27 -0.52 -0.152
N -1.20 2.10 0.17 0.221
H 0.43 1.18 2.78 0.092
H -1.07 0.32 2.93 0.095
H -1.07 2.10 2.82 0.090
H 0.38 0.77 0.64 0.122
H -2.17 -0.68 1.12 0.122
H -1.81 -0.13 -0.56 0.115
H -1.05 -2.27 -0.36 0.121
H -0.26 -2.15 1.10 0.116
H 3.20 -1.74 -2.09 0.084
H 2.41 -1.05 -3.50 0.074
H 2.87 0.01 -2.22 0.079
H 0.31 -1.24 -2.54 0.111
H 1.67 -1.20 0.19 0.117
H -0.71 2.94 0.49 0.163
H -1.15 2.10 -0.85 0.172
H -2.13 2.21 0.56 0.166
```

Summary:
Charge: +1
HOMO level: -12.7 eV
Structure (SMILES): C/C=C/CC[C@H](C)[NH3+]
Maximum force: 0.03452 hartree/bohr
Energy relative to the best compared isomer or geometry (same formula, charge and spin): 1.099 eV



The following is a quantum chemistry calculation of a 10-piece molecular cluster, C15H50N6O10 overall at a distorted geometry, from the OMol25 dataset.

```
81
Properties=species:S:1:pos:R:3:lowdin_charge:R:1
O -23.41 -14.72 -19.31 -0.056
H -23.17 -14.85 -18.40 0.024
H -23.86 -15.53 -19.56 0.029
O -20.35 -10.70 -21.05 -0.055
H -20.93 -11.45 -20.96 0.026
H -20.26 -10.34 -20.17 0.029
O -18.10 -9.88 -25.28 -0.054
H -17.30 -10.41 -25.23 0.027
H -18.73 -10.37 -24.75 0.025
C -18.68 -4.55 -22.90 -0.740
O -18.79 -3.46 -22.30 0.003
N -19.58 -5.51 -22.94 0.146
N -17.61 -4.91 -23.58 0.148
H -20.39 -5.28 -22.37 0.114
H -19.28 -6.47 -23.02 0.108
H -16.76 -4.36 -23.65 0.116
H -17.59 -5.78 -24.09 0.105
C -14.01 -13.41 -23.66 -0.850
O -13.62 -12.30 -23.81 0.080
N -13.41 -14.46 -24.00 0.157
N -15.18 -13.79 -23.21 0.146
H -13.79 -15.39 -23.90 0.117
H -12.48 -14.39 -24.39 0.129
H -15.54 -14.69 -23.49 0.106
H -15.75 -13.12 -22.72 0.115
C -26.57 -8.65 -19.05 -0.843
O -27.56 -7.96 -19.18 0.045
N -26.55 -9.92 -19.13 0.168
N -25.39 -8.17 -18.85 0.156
H -27.42 -10.39 -19.35 0.126
H -25.72 -10.49 -19.08 0.117
H -25.57 -7.20 -18.63 0.120
H -24.62 -8.68 -18.42 0.112
C -21.61 -12.28 -14.11 -0.037
C -22.69 -13.41 -13.82 -0.485
C -24.15 -12.94 -13.62 -0.048
O -22.41 -14.48 -14.68 -0.054
H -22.00 -11.27 -13.95 0.063
H -21.06 -12.30 -15.06 0.066
H -20.73 -12.34 -13.46 0.063
H -22.41 -13.90 -12.89 0.118
H -24.56 -12.60 -14.57 0.076
H -24.18 -12.23 -12.79 0.082
H -24.76 -13.82 -13.40 0.070
H -22.61 -15.21 -14.09 0.086
C -15.37 -18.01 -16.25 -0.053
C -16.43 -16.87 -16.25 -0.502
C -17.40 -16.76 -17.44 -0.060
O -17.08 -16.82 -15.01 -0.030
H -14.57 -17.78 -15.56 0.075
H -14.96 -18.29 -17.22 0.071
H -15.85 -18.93 -15.90 0.072
H -15.77 -16.02 -16.44 0.118
H -17.89 -15.79 -17.50 0.078
H -18.18 -17.52 -17.34 0.075
H -16.88 -17.01 -18.36 0.076
H -18.02 -16.69 -15.19 0.080
C -14.40 -8.58 -18.61 -0.085
C -15.34 -9.62 -18.04 -0.445
C -14.78 -9.87 -16.63 -0.078
O -16.67 -9.08 -17.77 -0.075
H -14.50 -7.57 -18.22 0.080
H -14.79 -8.36 -19.60 0.077
H -13.33 -8.79 -18.64 0.086
H -15.55 -10.44 -18.72 0.139
H -15.31 -10.60 -16.01 0.075
H -14.59 -8.93 -16.11 0.081
H -13.78 -10.31 -16.70 0.070
H -16.54 -8.24 -17.34 0.075
C -20.49 -13.94 -28.76 -0.064
C -19.97 -14.79 -27.63 -0.531
C -20.87 -14.71 -26.33 -0.041
O -19.86 -16.12 -27.98 -0.038
H -20.31 -12.87 -28.66 0.081
H -21.56 -14.16 -28.85 0.083
H -19.97 -14.17 -29.69 0.076
H -18.99 -14.40 -27.36 0.125
H -21.84 -15.14 -26.57 0.075
H -20.96 -13.74 -25.85 0.071
H -20.44 -15.34 -25.55 0.066
H -19.14 -16.29 -28.58 0.097
```

Summary:
HOMO level: -9.5 eV
Structure (SMILES): NC(N)=O.NC(N)=O.NC(N)=O.CC(C)O.CC(C)O.CC(C)O.CC(C)O.O.O.O
Maximum force: 0.15939 hartree/bohr
Energy relative to the best compared isomer or geometry (same formula, charge and spin): 4.359 eV



The following is a quantum chemistry calculation of a 15-piece molecular cluster, C52H89Br10O22P overall at a distorted geometry, from the OMol25 dataset.

```
174
Properties=species:S:1:pos:R:3:lowdin_charge:R:1
O 6.03 2.86 -2.10 0.082
C 5.98 2.78 -0.89 -0.525
O 5.01 2.21 -0.24 0.031
C 5.25 2.22 1.20 -0.175
C 6.72 2.63 1.35 -0.139
C 6.87 3.47 0.11 -0.086
H 5.02 1.24 1.60 0.058
H 4.57 3.00 1.62 0.084
H 7.32 1.70 1.35 0.128
H 6.88 3.19 2.31 0.136
H 7.87 3.64 -0.29 0.131
H 6.41 4.45 0.25 0.097
O -2.69 1.08 -6.17 0.102
C -1.97 0.17 -5.83 -0.436
O -1.92 -1.05 -6.48 0.015
C -0.89 -1.86 -5.91 -0.136
C -0.60 -1.31 -4.46 -0.131
C -0.96 0.15 -4.69 -0.069
H 0.01 -1.94 -6.52 0.120
H -1.31 -2.88 -5.87 0.122
H 0.42 -1.49 -4.30 0.057
H -1.10 -1.94 -3.69 0.100
H -0.07 0.71 -5.00 0.127
H -1.44 0.63 -3.85 0.122
O -0.34 3.93 2.41 0.086
C -1.22 4.57 2.84 -0.563
O -0.99 5.57 3.72 0.015
C -2.26 5.99 4.28 -0.132
C -3.34 4.89 3.90 -0.134
C -2.67 4.23 2.69 -0.074
H -2.40 7.03 3.98 0.116
H -2.14 6.02 5.37 0.119
H -4.34 5.30 3.83 0.110
H -3.30 4.25 4.81 0.100
H -3.15 4.70 1.76 0.159
H -2.78 3.10 2.67 0.116
O -1.49 -4.34 -3.29 0.117
C -2.30 -4.47 -2.44 -0.566
O -3.45 -3.84 -2.44 0.027
C -4.37 -4.25 -1.41 -0.107
C -3.40 -4.75 -0.37 -0.188
C -2.21 -5.32 -1.21 -0.055
H -4.94 -5.09 -1.89 0.144
H -5.00 -3.38 -1.05 0.129
H -3.86 -5.42 0.37 0.115
H -2.96 -4.00 0.23 0.031
H -2.30 -6.38 -1.49 0.138
H -1.24 -5.25 -0.76 0.084
O -5.00 -3.25 2.42 0.122
C -5.96 -2.69 2.03 -0.444
O -6.16 -2.35 0.68 -0.047
C -7.49 -1.74 0.50 -0.120
C -8.33 -2.15 1.79 -0.110
C -7.17 -2.15 2.84 -0.069
H -7.88 -2.12 -0.44 0.113
H -7.40 -0.65 0.41 0.123
H -8.76 -3.17 1.67 0.121
H -9.09 -1.46 2.10 0.100
H -7.36 -2.83 3.62 0.096
H -6.91 -1.15 3.23 0.137
O 1.64 5.04 -3.17 0.068
C 2.23 4.31 -3.92 -0.449
O 1.66 3.22 -4.55 -0.022
C 2.73 2.51 -5.31 -0.109
C 3.89 3.51 -5.51 -0.142
C 3.76 4.43 -4.28 -0.057
H 2.23 2.11 -6.22 0.134
H 3.01 1.70 -4.69 0.063
H 3.85 4.17 -6.39 0.119
H 4.85 3.02 -5.48 0.107
H 4.02 5.43 -4.60 0.118
H 4.39 4.08 -3.48 0.095
O 5.93 -0.85 0.60 0.066
C 5.31 -1.55 1.41 -0.470
O 5.90 -2.22 2.42 0.037
C 4.88 -3.11 3.02 -0.117
C 3.53 -2.41 2.79 -0.154
C 3.81 -1.75 1.44 -0.087
H 5.13 -3.21 4.10 0.133
H 4.95 -4.10 2.59 0.112
H 3.40 -1.74 3.64 0.092
H 2.68 -3.09 2.70 0.067
H 3.30 -0.75 1.33 0.121
H 3.47 -2.46 0.70 0.075
O -2.25 -4.73 6.95 0.111
C -2.60 -3.96 6.11 -0.509
O -1.72 -3.05 5.61 -0.011
C -2.44 -2.06 4.80 -0.166
C -3.90 -2.18 5.15 -0.127
C -3.97 -3.69 5.52 -0.066
H -2.19 -2.32 3.74 0.079
H -2.11 -1.09 5.01 0.091
H -4.52 -1.93 4.28 0.085
H -4.13 -1.55 6.02 0.123
H -4.13 -4.36 4.68 0.106
H -4.63 -3.93 6.34 0.117
O -4.19 3.58 -1.25 0.077
C -3.59 3.79 -2.28 -0.477
O -2.24 3.87 -2.36 -0.033
C -1.81 4.38 -3.70 -0.110
C -3.00 4.18 -4.67 -0.119
C -4.17 4.05 -3.66 -0.071
H -0.92 3.77 -3.93 0.109
H -1.48 5.41 -3.54 0.114
H -2.78 3.28 -5.29 0.089
H -3.05 5.03 -5.39 0.120
H -4.79 3.20 -3.88 0.116
H -4.80 4.95 -3.60 0.132
Br 3.39 1.43 3.96 0.707
C 1.77 1.04 5.01 -0.646
C 0.89 2.23 4.85 -0.777
Br -0.76 2.09 5.79 0.680
H 2.09 0.90 6.03 0.055
H 1.37 0.08 4.62 0.057
H 0.63 2.37 3.80 0.017
H 1.37 3.20 5.22 0.089
Br 1.77 -5.47 1.15 0.650
C 0.90 -5.93 2.90 -0.653
C 0.04 -4.93 3.60 -0.606
Br -1.58 -4.69 2.55 0.811
H 1.62 -6.31 3.57 0.051
H 0.26 -6.77 2.56 0.046
H 0.53 -4.02 3.83 0.053
H -0.31 -5.51 4.52 0.102
Br 4.73 -4.44 -1.58 0.663
C 3.76 -6.01 -2.23 -0.711
C 2.79 -5.68 -3.33 -0.682
Br 1.95 -7.31 -4.03 0.611
H 3.26 -6.46 -1.34 0.030
H 4.37 -6.81 -2.59 0.044
H 3.32 -5.24 -4.19 0.061
H 1.98 -5.01 -3.05 0.042
Br -0.12 5.79 -0.39 0.730
C 1.62 6.52 0.18 -0.628
C 2.54 5.35 0.53 -0.704
Br 4.05 6.09 1.44 0.702
H 1.47 7.15 1.04 0.038
H 2.00 7.11 -0.64 0.054
H 2.95 4.82 -0.33 0.051
H 2.05 4.68 1.17 0.012
Br 4.75 -1.06 -5.40 0.572
C 5.44 -1.05 -3.54 -0.634
C 4.63 -0.16 -2.69 -0.675
Br 2.80 -0.73 -2.28 0.759
H 6.41 -0.59 -3.55 0.071
H 5.56 -2.07 -3.24 0.004
H 4.52 0.87 -3.12 0.050
H 5.11 -0.09 -1.69 0.045
C -4.14 1.07 1.31 -0.050
C -2.79 0.78 0.62 -0.223
O -1.95 -0.04 1.52 -0.181
P -0.40 -0.09 1.12 0.427
O 0.34 -0.74 2.21 -0.246
O -0.30 -0.91 -0.32 -0.225
C -0.65 -2.35 -0.42 -0.215
C 0.56 -2.89 -1.13 -0.147
O 0.01 1.36 0.67 -0.178
C 1.27 1.76 0.03 -0.229
C 1.03 2.40 -1.30 -0.082
H -4.68 1.79 0.70 0.071
H -4.63 0.12 1.51 0.054
H -3.87 1.52 2.28 0.063
H -2.92 0.30 -0.38 0.133
H -2.30 1.74 0.52 0.091
H -0.82 -2.78 0.60 0.071
H -1.53 -2.45 -1.05 0.102
H 0.56 -3.99 -1.25 0.044
H 0.62 -2.43 -2.10 0.010
H 1.51 -2.67 -0.58 0.039
H 1.69 2.55 0.61 0.089
H 1.95 0.95 -0.03 0.057
H 0.25 3.14 -1.16 0.024
H 1.96 2.86 -1.77 0.099
H 0.67 1.65 -1.99 0.055
```

Summary:
HOMO level: -9.7 eV
Maximum force: 0.05450 hartree/bohr



Question: What is the HOMO level in the first record?
Answer: -4.1 eV



Question: HOMO level of number 6 (C52H89Br10O22P)?
Answer: -9.7 eV



Question: Number 2 is which compound?
Answer: C5H8N2S



Question: The highest HOMO level belongs to which entry?
Answer: C6H14NO5Si